The following is a DFT calculation (wB97M-V/def2-TZVPD) of an isolated molecule of C2H7N3.

XYZ file:
```
12
Properties=species:S:1:pos:R:3:forces:R:3:lowdin_charge:R:1
H -1.671 0.816 0.165 0.119 1.851 0.457 -0.035
N -1.885 -0.133 0.267 2.293 -4.719 -2.044 0.086
C -0.811 -0.782 -0.188 -1.612 3.555 0.902 -0.196
N 0.405 -0.040 -0.468 -0.064 -1.885 0.566 -0.239
C 0.337 1.305 -0.019 0.845 0.948 1.314 -0.163
N 1.492 -0.747 0.251 -0.707 1.150 1.780 0.024
H -0.699 -1.821 -0.473 -0.404 -0.142 0.660 0.101
H 0.076 1.318 1.081 0.919 0.406 -0.764 0.115
H 1.222 1.808 -0.376 1.168 -0.137 0.988 0.087
H -0.286 2.042 -0.455 -1.873 -0.187 -1.014 0.069
H 2.369 -0.652 -0.198 0.647 0.079 -1.570 0.046
H 1.755 -0.214 1.149 -1.332 -0.918 -1.273 0.105
```
Positions in Å, forces in eV/Å.

For the electronic energy, the calculation gives -244.5751 hartree. For the LUMO energy, the calculation gives 0.8 eV. The structure (SMILES) is [H]/N=C\N(C)N. The gap between HOMO and LUMO is 10.201 eV. The value obtained for the HOMO energy is -9.40 eV. The energy above the lowest of the compared OMol25 structures with the same formula, charge and spin is 2.729 eV. The molar mass comes out at 73.099 g/mol.